1.
Computed, not measured: a gas-phase ion, C2H6N3O (charge +1) at a distorted geometry, with ωB97M-V/def2-TZVPD.

## Properties
* orbital gap: 10.95 eV
* relative energy (zero: lowest compared OMol25 entry of this formula, charge and spin): 4.124 eV
* structure (SMILES): [NH3+]N1CNC1=O
* net charge: +1
* HOMO energy: -14.8 eV

CARTESIAN COORDINATES (ANGSTROEM)
N 0.95105 0.99672 -0.58701
N 0.45595 -0.33878 -0.46791
C -0.86363 -0.78764 0.24097
N -0.12217 -1.68251 1.03952
C 1.13778 -1.42413 0.75114
O 2.22406 -1.52820 1.14544
H 0.84166 1.57076 0.23665
H 0.52269 1.51980 -1.32341
H 1.91879 0.97565 -0.98451
H -1.65802 -1.26940 -0.23799
H -1.12648 0.11290 0.94939
H -0.47771 -2.20576 1.95103

=====

2.
Computed, not measured: 2 unconnected molecules or ions with the total composition C4H11N2O at a distorted geometry, with ωB97M-V/def2-TZVPD.

## Properties
* orbital gap: 3.51 eV
* relative energy (zero: lowest compared OMol25 entry of this formula, charge and spin): 5.848 eV
* net charge: +1
* HOMO energy: -11.9 eV

CARTESIAN COORDINATES (ANGSTROEM)
O -1.17088 -0.16603 -0.35375
C -0.36861 -0.51591 -1.18580
C 0.90145 0.16741 -1.40247
C 1.40249 0.86442 -0.21319
C 1.54369 -0.06630 1.03468
N 2.73806 -0.83017 0.73884
N -4.16280 0.35069 0.56494
H -0.68617 -1.23087 -2.03991
H 1.26833 0.33649 -2.43139
H 2.32346 1.38613 -0.40717
H 0.62615 1.59556 0.04345
H 1.67998 0.51710 1.93659
H 0.63297 -0.64410 1.20368
H -4.66731 -0.50697 0.69172
H 2.53284 -1.47789 -0.01446
H 3.25097 -1.11870 1.56895
H -4.65604 0.95807 -0.07060
H -3.18856 0.38108 0.33589

=====

3.
Computed, not measured: C4H5IO2S in the gas phase at a distorted geometry, with ωB97M-V/def2-TZVPD.

## Properties
* orbital gap: 8.57 eV
* relative energy (zero: lowest compared OMol25 entry of this formula, charge and spin): 2.295 eV
* net charge: 0
* HOMO energy: -9.5 eV

CARTESIAN COORDINATES (ANGSTROEM)
C 1.12395 -0.81932 -0.49150
C 1.17914 -0.66340 0.79111
C 0.01064 -0.29323 -1.35931
C -0.65750 0.55038 1.33848
O -0.71342 2.20249 -0.50681
O -2.45556 0.44130 -0.60547
S -1.11554 0.79774 -0.30329
I 2.52472 -1.31512 2.17201
H 2.06797 -0.87543 -0.94805
H 0.38709 -0.05319 -2.32395
H -0.77042 -1.14210 -1.49977
H -1.31748 -0.19197 1.80497
H -0.26358 1.36185 1.93158

=====

4.
Computed, not measured: 2 unconnected molecules or ions with the total composition C2H2BrCl2NO at a distorted geometry, with ωB97M-V/def2-TZVPD.

## Properties
* orbital gap: 10.90 eV
* relative energy (zero: lowest compared OMol25 entry of this formula, charge and spin): 0.266 eV
* structure (SMILES): ClC(Cl)Br.N=C=O
* net charge: 0
* HOMO energy: -10.5 eV

CARTESIAN COORDINATES (ANGSTROEM)
Cl -1.90402 -1.29821 0.94574
C -0.31145 -0.96257 1.80990
Cl 0.65400 -2.43268 2.02835
Br -0.71976 -0.23737 3.60730
H 0.18081 -0.31702 1.22049
N 0.55906 1.35163 -3.02832
C 0.44550 1.28398 -1.86843
O 0.48159 0.94167 -0.76349
H 0.61428 1.67057 -3.95154

=====

5.
Computed, not measured: a molecular structure, C26H56Cl8F6NO12S2Zn at a distorted geometry, with ωB97M-V/def2-TZVPD.

## Properties
* orbital gap: 1.85 eV
* net charge: +1
* HOMO energy: -10.7 eV

CARTESIAN COORDINATES (ANGSTROEM)
Zn -7.48846 3.52655 -5.06028
C -10.82933 1.00445 -2.78422
F -9.63049 0.77179 -2.23801
F -11.59906 -0.08913 -2.71605
F -11.47026 2.03221 -2.24318
S -10.50466 1.34400 -4.68850
O -9.12560 0.97832 -5.00924
O -11.52507 0.57152 -5.46476
N -10.31123 3.04635 -4.98021
S -11.76848 3.40904 -5.39027
O -11.95098 3.08163 -6.81459
O -12.81223 3.00257 -4.44582
C -11.73490 5.31658 -5.29154
F -10.92475 5.74574 -6.25991
F -13.05131 5.60037 -5.48801
F -11.38144 5.73714 -4.06805
C -6.33590 2.01672 -7.99327
O -6.60296 3.26784 -7.37658
C -6.29966 4.35056 -8.24149
C -6.00579 5.63493 -7.42775
O -6.89951 5.69832 -6.29932
C -6.99389 7.01518 -5.76759
H -7.24930 1.59879 -8.41649
H -6.00412 1.39735 -7.15997
H -5.62544 1.98458 -8.81929
H -7.00292 4.42270 -9.07113
H -5.37382 4.17958 -8.79076
H -6.37837 6.40407 -8.10429
H -4.96192 5.60274 -7.11565
H -7.44417 7.63349 -6.54416
H -6.04551 7.51910 -5.58123
H -7.65244 6.92439 -4.90378
C -17.48295 0.39547 1.69614
O -17.97351 1.06717 0.62453
C -16.96515 1.71252 -0.09758
C -17.40072 2.21543 -1.52006
O -17.69716 1.17607 -2.43962
C -18.08054 1.70142 -3.70969
H -16.64113 -0.26387 1.48466
H -18.30792 -0.15547 2.14776
H -17.11860 0.95261 2.55926
H -16.08191 1.08849 -0.23393
H -16.64713 2.56703 0.49972
H -16.59512 2.76118 -2.01126
H -18.31760 2.78344 -1.36262
H -17.36753 2.48015 -3.98040
H -19.06110 2.17217 -3.78027
H -17.93103 0.98541 -4.51782
C -6.79138 -7.57589 -3.90763
O -6.23961 -6.35869 -3.38219
C -6.01741 -5.30737 -4.36313
C -6.72453 -3.92215 -4.06455
O -8.16891 -3.94366 -4.05047
C -8.76988 -4.44074 -2.88734
H -6.20954 -8.06911 -4.68628
H -7.77977 -7.39097 -4.32832
H -6.93049 -8.38316 -3.18856
H -6.33193 -5.65647 -5.34665
H -4.94242 -5.14208 -4.43503
H -6.42832 -3.21854 -4.84256
H -6.30992 -3.43477 -3.18212
H -8.54463 -3.65950 -2.16139
H -8.27704 -5.34584 -2.53233
H -9.83868 -4.64701 -2.94431
C -15.67711 10.94697 -4.96930
O -16.56043 11.76822 -4.15124
C -17.02151 13.02657 -4.77460
C -17.73349 12.92172 -6.10067
O -18.95982 12.23443 -5.92984
C -19.45147 11.69800 -7.20258
H -15.91605 11.01802 -6.03041
H -15.73588 9.93642 -4.56501
H -14.64314 11.27523 -4.86329
H -16.19355 13.71038 -4.96164
H -17.58829 13.61181 -4.05047
H -17.03954 12.56238 -6.86053
H -17.96859 13.90944 -6.49718
H -20.44396 11.25870 -7.10210
H -18.78018 10.89882 -7.51692
H -19.44053 12.40311 -8.03371
Cl -8.82873 -4.00314 -9.14141
C -10.12324 -3.93131 -8.01455
C -10.44975 -5.34426 -7.37969
Cl -11.85332 -5.37380 -6.29720
H -11.04034 -3.54800 -8.46187
H -9.75905 -3.25843 -7.23823
H -9.53597 -5.60481 -6.84563
H -10.67329 -6.05231 -8.17769
Cl -15.09202 10.50011 -10.24261
C -15.00655 8.94863 -11.07009
C -15.09641 7.74088 -10.20254
Cl -16.49139 7.78216 -9.09845
H -14.10245 8.97209 -11.67847
H -15.78915 8.96571 -11.82861
H -14.16053 7.60215 -9.66126
H -15.39795 6.87922 -10.79812
Cl -12.74711 3.48138 -11.96248
C -13.66898 2.22353 -11.12530
C -12.73103 1.09075 -10.76010
Cl -11.98947 0.30681 -12.26580
H -14.45044 1.88825 -11.80723
H -14.24384 2.62901 -10.29269
H -13.12072 0.25425 -10.18002
H -11.81557 1.44957 -10.28967
Cl -18.06263 -4.36101 -1.68113
C -17.10541 -3.22628 -2.60910
C -15.64135 -3.52801 -2.62636
Cl -14.83878 -3.33565 -1.05950
H -17.17899 -2.23443 -2.16310
H -17.58384 -3.19023 -3.58782
H -15.03216 -2.95808 -3.32791
H -15.47295 -4.57649 -2.87219

=====

6.
Computed, not measured: a molecular structure, C30H50ClI2O12PS2, with ωB97M-V/def2-TZVPD.

## Properties
* orbital gap: 8.16 eV
* net charge: 0
* HOMO energy: -7.7 eV

CARTESIAN COORDINATES (ANGSTROEM)
C 1.99206 -2.01938 1.67529
C 2.88917 -1.55201 0.51610
S 2.26725 -1.88780 -1.14798
C 0.76062 -0.89333 -1.25875
P 0.80489 0.82102 -0.38142
C -0.50878 1.49604 -1.45904
C -1.79217 0.66222 -1.61240
C -2.36776 -0.00043 -0.34423
C -3.66704 0.66759 0.09205
S -4.68957 -0.15408 1.31030
O -4.39073 0.34472 2.61431
O -6.03860 -0.17659 0.83863
Cl -4.05960 -2.09547 1.31433
C 0.99429 2.45082 0.67422
I -0.75592 2.90311 1.73760
C 2.10050 3.16542 0.79401
C 3.39645 2.88234 0.05216
I 2.28824 4.82981 2.06393
H 1.68996 -1.17452 2.29884
H 1.09263 -2.51444 1.30589
H 2.51472 -2.72316 2.32229
H 3.85271 -2.06415 0.54291
H 3.13794 -0.49531 0.62991
H 0.58810 -0.77469 -2.32827
H -0.06784 -1.48555 -0.85170
H 0.46330 0.17070 0.82018
H 2.14326 0.95567 -0.79243
H -0.03697 1.53950 -2.44768
H -0.72726 2.52436 -1.17533
H -1.64756 -0.10117 -2.37661
H -2.53688 1.35170 -2.02317
H -1.66239 0.04927 0.48796
H -2.54682 -1.05350 -0.55208
H -3.46731 1.62761 0.57818
H -4.34040 0.81302 -0.75346
H 3.23836 2.80483 -1.02439
H 3.84230 1.95107 0.40463
H 4.12876 3.65779 0.25394
O 5.87281 2.00444 1.70920
C 6.71346 2.83216 1.90175
O 7.23889 3.05579 3.12949
C 8.14107 4.17355 3.09549
C 8.57739 4.29203 1.63815
C 7.33595 3.79229 0.90465
H 7.60030 5.05883 3.43711
H 8.95593 3.96864 3.78517
H 8.88321 5.30075 1.36994
H 9.41504 3.62002 1.44729
H 6.61550 4.59184 0.71783
H 7.54096 3.27847 -0.03059
O -0.86538 -0.83648 -4.52652
C 0.00895 -1.57896 -4.89379
O 0.65024 -2.37693 -4.02315
C 1.71736 -3.09455 -4.67755
C 1.32202 -3.10548 -6.15077
C 0.56984 -1.78125 -6.28487
H 2.65058 -2.56320 -4.48171
H 1.77164 -4.08137 -4.22591
H 2.17414 -3.20905 -6.81802
H 0.61043 -3.91296 -6.31798
H 1.22646 -0.93749 -6.51042
H -0.24248 -1.80482 -7.00650
O -4.28641 3.65870 1.49966
C -5.42315 3.88806 1.80312
O -6.24270 4.59913 0.99516
C -7.51648 4.80877 1.63032
C -7.62777 3.70331 2.67463
C -6.16652 3.49596 3.06359
H -7.51118 5.80397 2.08048
H -8.28403 4.77294 0.86143
H -8.28036 3.97064 3.50273
H -8.01578 2.79387 2.21409
H -5.84573 4.17012 3.86084
H -5.91397 2.47828 3.34497
O -1.46621 -4.47960 -6.18142
C -2.38035 -3.81058 -5.78184
O -2.82258 -2.73646 -6.46870
C -3.83570 -2.03728 -5.71864
C -4.39817 -3.07839 -4.75497
C -3.17643 -3.95980 -4.50303
H -3.35226 -1.20663 -5.20526
H -4.56601 -1.64844 -6.42404
H -4.82276 -2.63440 -3.85731
H -5.17773 -3.65990 -5.24928
H -2.55604 -3.58314 -3.68636
H -3.40179 -5.00699 -4.32004
O 2.15982 -5.27662 4.24927
C 1.91432 -4.45681 5.08311
O 1.36569 -3.25617 4.77535
C 1.27445 -2.42528 5.94346
C 1.28849 -3.39361 7.12271
C 2.15471 -4.52753 6.58107
H 2.13311 -1.75020 5.95123
H 0.36342 -1.83711 5.86732
H 1.66158 -2.93870 8.03759
H 0.27813 -3.75864 7.31149
H 3.21877 -4.35733 6.75616
H 1.89139 -5.51339 6.95414

=====

7.
Computed, not measured: a molecular structure, C33H27IrN5O7S at a distorted geometry, with ωB97M-V/def2-TZVPD.

## Properties
* orbital gap: 5.48 eV
* relative energy (zero: lowest compared OMol25 entry of this formula, charge and spin): 1.284 eV
* net charge: +1
* HOMO energy: -10.6 eV

CARTESIAN COORDINATES (ANGSTROEM)
Ir -0.85429 1.32849 0.24111
O 0.62557 -1.87499 -3.71293
C 0.98392 -2.60569 -2.66668
C 1.51752 -3.87487 -2.92856
C 1.96297 -4.68045 -1.90444
C 1.94885 -4.22417 -0.58588
C 1.42968 -2.98110 -0.29993
C 0.89367 -2.18247 -1.31345
C 0.15953 -0.97147 -0.96736
O 0.48813 -0.27349 0.06484
N -0.91355 -0.69383 -1.72154
N -1.59501 0.32438 -1.26087
C -2.50031 0.99234 -1.94818
C -3.01409 2.15179 -1.31165
C -4.04339 2.94425 -1.84507
C -4.58345 3.96349 -1.10080
C -4.07333 4.22046 0.17529
C -3.02521 3.45550 0.63274
N -2.48812 2.46259 -0.07765
H 0.35046 -0.96080 -3.50517
H 1.56706 -4.19608 -3.95961
H 2.32938 -5.67412 -2.12117
H 2.32240 -4.85303 0.20942
H 1.37667 -2.62324 0.72033
H -2.76473 0.67145 -2.94452
H -4.39638 2.71445 -2.84013
H -5.38764 4.56810 -1.49429
H -4.47967 5.00911 0.78952
H -2.57529 3.64952 1.59789
O -2.82427 -5.92998 0.72405
C -2.62793 -5.29521 1.88806
O -2.59141 -5.89922 2.92020
C -2.43531 -3.80924 1.83682
C -1.80264 -3.21261 2.92589
C -1.53757 -1.86300 2.93171
C -1.94164 -1.04605 1.86162
C -2.64273 -1.64154 0.80816
C -2.86675 -3.00222 0.78688
N -1.63083 0.31643 1.83826
C -1.41574 0.93379 2.98147
C -0.61830 2.10460 3.00118
C -0.33357 2.84578 4.15628
C 0.42060 3.99192 4.05084
C 0.87796 4.39234 2.79680
C 0.57626 3.61251 1.69549
N -0.13886 2.49576 1.79174
H -2.80834 -5.34094 -0.03795
H -1.49834 -3.84092 3.75121
H -0.97830 -1.43100 3.75034
H -3.02778 -1.02263 0.01217
H -3.41968 -3.42051 -0.04512
H -1.89010 0.55946 3.87949
H -0.71665 2.50349 5.10726
H 0.64853 4.58524 4.92492
H 1.44236 5.30481 2.67729
H 0.88870 3.89564 0.69729
C 5.89722 -0.81728 -0.68523
C 4.73243 0.01687 -1.13383
C 4.29013 -0.02124 -2.45257
C 3.18360 0.71490 -2.84836
C 2.52216 1.48632 -1.90957
C 2.97297 1.58815 -0.60695
C 4.07746 0.84558 -0.22422
S 0.99490 2.24879 -2.43536
O 0.37493 1.28584 -3.32183
O 1.29803 3.51704 -3.02124
O 0.19060 2.47448 -1.16763
H 6.32941 -1.36723 -1.51801
H 5.57214 -1.53332 0.07102
H 6.66989 -0.19290 -0.23631
H 4.80767 -0.64060 -3.17346
H 2.83111 0.69648 -3.86997
H 2.46161 2.22575 0.09975
H 4.42470 0.89953 0.80018

=====

8.
Computed, not measured: a molecular structure, C23H43N2OP3SeYb at a distorted geometry, with ωB97M-V/def2-TZVPD.

## Properties
* orbital gap (alpha / beta): 6.30 / 6.06 eV
* 2S+1: 2
* net charge: +3
* HOMO energy (alpha / beta): -14.9 / -15.6 eV

CARTESIAN COORDINATES (ANGSTROEM)
Yb 1.75879 -1.54763 -1.81258
P 0.16155 -0.61717 3.55096
P -1.38036 2.29802 0.87795
P 1.42395 1.89915 0.37360
H 3.24241 -3.91847 -3.58877
C 3.89634 -3.68083 -2.74372
C 3.44776 -3.33831 -1.50414
H 2.37301 -3.49979 -1.20388
C -1.00268 -1.91921 3.05906
C -0.55080 0.19866 5.01047
C 1.73676 -1.35562 4.16544
C -2.10413 3.22819 -0.54520
C -2.81066 1.24564 1.32931
C -1.41029 3.59577 2.17373
C 2.90708 1.01069 -0.27866
C 1.95867 2.27958 2.11271
C 1.69801 3.57609 -0.35267
H 4.95592 -3.92505 -2.89765
H 4.17431 -3.28147 -0.68252
H -0.47227 -2.69086 2.48837
H -1.78847 -1.48262 2.42793
H -1.43916 -2.35447 3.97092
H -1.61323 0.38039 4.81966
H 0.00177 1.12521 5.19214
H -0.42122 -0.48953 5.85641
H 1.91190 -2.31556 3.66361
H 1.59953 -1.49828 5.24191
H 2.56650 -0.66184 3.98306
H -2.88346 3.90745 -0.18134
H -2.53145 2.51461 -1.26021
H -1.31768 3.79113 -1.06194
H -3.70857 1.86712 1.42679
H -2.62598 0.73445 2.27843
H -2.97784 0.48608 0.55973
H -2.39017 4.09915 2.14687
H -0.60959 4.33097 1.99546
H -1.25368 3.14066 3.16345
H 3.73493 1.73860 -0.32984
H 2.78734 0.66387 -1.33163
H 3.21320 0.18801 0.39495
H 2.95712 2.75075 2.09282
H 2.01183 1.36027 2.72133
H 1.25678 2.97950 2.59472
H 2.72522 3.87809 -0.10657
H 0.98840 4.29805 0.07454
H 1.58066 3.54676 -1.44281
C 0.89720 0.85225 -3.40691
C 1.08270 -0.45821 -3.89120
C 2.41730 -0.86373 -4.07715
C 3.43205 0.09613 -3.97719
C 3.12900 1.46213 -4.01291
C 1.80164 1.85666 -3.79220
Se -0.05061 1.29453 -1.78162
H 0.14009 0.37277 2.48358
H 0.27051 -1.18127 -3.95080
H 2.70499 -1.91110 -4.27675
H 4.47677 -0.18539 -3.97784
H 3.87893 2.23831 -4.15954
H 1.48150 2.88748 -3.76128
N -5.95121 -2.27084 -1.45650
C -5.00928 -3.11257 -0.96400
O -5.28511 -4.30154 -0.72635
C -3.61755 -2.55940 -0.87943
C -3.26724 -1.37616 -1.53918
C -1.90798 -1.10548 -1.71209
N -0.88834 -1.85871 -1.23602
C -1.25530 -2.86733 -0.40795
C -2.59103 -3.27034 -0.22060
H -6.90060 -2.60609 -1.53388
H -5.84865 -1.26881 -1.42245
H -4.01084 -0.68201 -1.95742
H -1.65208 -0.19818 -2.29257
H -0.44457 -3.38557 0.09823
H -2.81036 -4.13368 0.40981

=====

9.
Computed, not measured: C2H6N2S in the gas phase at a distorted geometry, with ωB97M-V/def2-TZVPD.

## Properties
* orbital gap: 9.20 eV
* relative energy (zero: lowest compared OMol25 entry of this formula, charge and spin): 3.645 eV
* structure (SMILES): CS/C=N\N
* net charge: 0
* HOMO energy: -8.5 eV

CARTESIAN COORDINATES (ANGSTROEM)
C -2.11970 0.41977 0.47699
S -0.73402 -0.72433 -0.31395
C 0.31878 0.73016 -0.30166
N 1.50545 0.70792 -0.15513
N 2.10962 -0.36448 0.32325
H -1.90085 1.58036 -0.07857
H -3.09571 0.05904 0.34525
H -1.86115 0.36329 1.66482
H -0.21103 1.49216 -0.89948
H 2.93898 -0.51311 0.78211
H 1.37416 -0.69612 0.98025